Record 1
The following is a quantum chemistry calculation of C12H40AsF6O12 as an isolated structure, from the OMol25 dataset.

Geometry (Å):
As  -0.373  -0.045  -0.886
F  1.389  -0.265  -0.711
F  -0.342  -1.078  -2.349
F  -2.156  0.240  -1.005
F  -0.299  1.138  0.487
F  -0.143  1.392  -2.038
F  -0.578  -1.438  0.228
O  0.919  -2.672  -4.659
H  0.687  -2.176  -3.873
H  0.553  -3.544  -4.508
C  2.884  1.021  2.200
C  2.966  1.228  3.719
C  3.694  2.512  4.141
O  2.705  3.261  4.791
C  1.530  2.557  4.834
O  0.480  2.963  5.301
O  1.652  1.388  4.191
H  2.306  1.834  1.760
H  2.299  0.174  1.841
H  3.888  0.920  1.787
H  3.415  0.395  4.262
H  4.090  3.045  3.277
H  4.419  2.285  4.922
C  -1.181  4.312  -0.870
O  -1.079  5.609  -0.194
H  -2.136  4.248  -1.392
H  -0.353  4.209  -1.571
H  -0.989  3.581  -0.085
H  -0.832  6.249  -0.866
C  3.459  -2.256  -1.298
O  3.773  -1.299  -0.376
H  3.228  -1.727  -2.223
H  4.327  -2.897  -1.453
H  2.638  -2.886  -0.953
H  3.006  -0.736  -0.250
C  0.365  -4.665  1.261
O  -0.152  -3.476  1.907
H  0.408  -5.519  1.937
H  -0.210  -4.960  0.384
H  1.387  -4.439  0.955
H  -0.131  -2.710  1.329
C  -1.489  -0.027  2.766
O  -2.121  1.133  2.286
H  -0.404  -0.091  2.672
H  -1.760  -0.087  3.820
H  -1.860  -0.907  2.241
H  -1.549  1.571  1.651
C  -3.305  -3.758  1.173
O  -2.974  -3.433  2.525
H  -2.935  -4.738  0.869
H  -4.354  -3.604  0.923
H  -2.702  -3.036  0.623
H  -2.014  -3.400  2.530
C  -5.072  -0.290  0.264
O  -4.892  -0.278  -1.108
H  -5.702  -1.101  0.628
H  -4.127  -0.473  0.776
H  -5.526  0.651  0.573
H  -4.032  0.131  -1.229
C  3.225  1.391  -2.921
O  3.907  2.549  -3.406
H  2.310  1.696  -2.415
H  2.942  0.713  -3.726
H  3.898  0.872  -2.238
H  3.583  2.741  -4.289
C  -2.573  1.175  -4.527
O  -2.548  0.812  -5.865
H  -2.460  2.258  -4.483
H  -3.493  0.786  -4.091
H  -1.735  0.694  -4.022
H  -1.754  0.281  -5.958

Output
HOMO-LUMO gap (alpha / beta): 3.1 / 8.1 eV
spin multiplicity: 2
⟨S²⟩: 0.7520
E_LUMO (alpha / beta): 4.3 / 4.2 eV
net charge: -2
largest force on an atom: 2.57 eV/A
E_HOMO (alpha / beta): 1.20 / -3.86 eV

Record 2
The following is a quantum chemistry calculation of a 12-piece molecular cluster, C4H34N3O11 overall, from the OMol25 dataset.

Geometry (Å):
C  -0.856  -2.161  1.477
C  -0.714  -2.497  -0.001
C  0.462  -1.848  -0.722
N  0.583  1.703  -1.448
C  0.428  0.469  -1.681
N  0.419  -0.390  -0.513
N  0.478  -2.060  2.142
H  -1.403  -2.922  2.020
H  -1.322  -1.188  1.488
H  -0.593  -3.593  -0.068
H  -1.635  -2.473  -0.582
H  1.436  -2.312  -0.532
H  0.455  -2.118  -1.774
H  0.764  1.957  -0.483
H  -0.044  0.063  -2.569
H  1.140  -0.027  0.103
H  0.926  -1.143  2.094
H  0.341  -2.224  3.137
H  1.250  -2.585  1.743
H  -2.163  -0.893  -2.044
H  -2.234  -0.641  -3.613
O  -1.703  -0.983  -2.891
H  1.499  3.842  1.602
H  0.606  2.738  1.885
O  1.547  2.877  1.637
H  -0.574  0.295  4.711
H  -0.475  0.564  3.233
O  -0.373  -0.149  3.878
H  -1.008  4.128  2.851
H  -1.761  3.288  1.653
O  -0.948  3.683  2.005
H  3.519  -1.914  -2.945
H  2.502  -1.106  -2.213
O  3.323  -1.581  -2.063
H  3.551  -1.485  0.694
H  3.202  -0.336  1.686
O  3.012  -1.251  1.460
H  1.352  -0.976  -4.893
H  0.643  -1.797  -3.749
O  1.474  -1.625  -4.197
H  -1.556  0.352  -0.723
H  -2.818  1.149  -0.805
O  -2.517  0.242  -0.562
H  -3.468  2.523  -2.851
H  -3.575  3.222  -1.557
O  -3.635  2.326  -1.919
H  -2.499  0.966  1.218
H  -3.515  1.664  2.099
O  -2.564  1.630  1.934
H  2.552  1.765  0.771
H  3.385  1.723  -0.408
O  3.104  1.108  0.284

Output
HOMO-LUMO gap: 9.7 eV
energy relative to the best compared isomer or geometry (same formula, charge and spin): 32.1 kcal per mole
E_LUMO: -2.6 eV
net charge: +1
largest force on an atom: 3.23 eV/A
E_HOMO: -12.30 eV

Record 3
The following is a quantum chemistry calculation of the molecule C5H11NO, from the OMol25 dataset.

Geometry (Å):
C  2.643  0.668  -0.445
N  1.352  0.701  0.210
C  0.435  -0.328  0.132
O  1.076  -1.539  0.146
C  -0.906  -0.191  0.124
C  -1.828  -1.349  0.408
C  -1.577  1.145  -0.059
H  3.436  0.958  0.253
H  2.686  1.334  -1.317
H  2.845  -0.351  -0.776
H  0.958  1.610  0.384
H  0.465  -2.196  -0.207
H  -2.496  -1.106  1.246
H  -1.296  -2.262  0.701
H  -2.474  -1.593  -0.447
H  -2.491  1.028  -0.656
H  -1.884  1.604  0.893
H  -0.944  1.865  -0.591

Output
HOMO-LUMO gap: 8.2 eV
SMILES: CNC(O)=C(C)C
energy relative to the best compared isomer or geometry (same formula, charge and spin): 30.8 kcal per mole
E_LUMO: 0.9 eV
largest force on an atom: 0.30 eV/A
E_HOMO: -7.32 eV

Record 4
The following is a quantum chemistry calculation of the molecule C5H13NO, from the OMol25 dataset.

Geometry (Å):
C  -2.802  0.537  -0.058
N  -1.420  0.213  0.360
C  -0.756  -0.737  -0.495
C  0.638  -1.116  0.062
C  1.475  0.198  0.469
C  2.044  0.945  -0.773
O  2.638  -0.030  1.422
H  -3.387  -0.338  -0.284
H  -2.699  1.343  -0.824
H  -3.229  0.931  0.878
H  -1.637  -0.476  1.096
H  -0.797  -0.250  -1.495
H  -1.377  -1.609  -0.767
H  0.659  -1.761  0.976
H  1.005  -1.778  -0.746
H  0.705  0.755  1.035
H  2.747  1.546  -0.248
H  2.602  0.349  -1.452
H  1.382  1.574  -1.440
H  2.209  -0.297  2.284

Output
HOMO-LUMO gap: 10.3 eV
SMILES: CNCC[C@H](C)O
energy relative to the best compared isomer or geometry (same formula, charge and spin): 53.9 kcal per mole
E_LUMO: 1.0 eV
largest force on an atom: 2.91 eV/A
E_HOMO: -9.30 eV

Record 5
The following is a quantum chemistry calculation of the molecule C6H9N, from the OMol25 dataset.

Geometry (Å):
C  -1.543  -2.115  0.221
N  -1.380  -0.914  0.581
C  -0.925  0.026  -0.393
C  -0.839  1.464  0.088
C  0.379  0.643  -0.052
C  1.527  0.182  0.751
C  1.728  0.719  -0.656
H  -1.823  -2.845  0.981
H  -1.385  -2.475  -0.807
H  -1.152  -0.180  -1.443
H  -1.236  1.632  1.086
H  -1.013  2.252  -0.640
H  1.624  -0.893  0.898
H  1.862  0.788  1.588
H  2.181  1.702  -0.761
H  1.995  0.014  -1.440

Output
HOMO-LUMO gap: 10.6 eV
SMILES: C=N[C@H]1CC12CC2
energy relative to the best compared isomer or geometry (same formula, charge and spin): 65.6 kcal per mole
E_LUMO: 1.2 eV
largest force on an atom: 0.40 eV/A
E_HOMO: -9.41 eV

Record 6
The following is a quantum chemistry calculation of C41H47CdN10O8P as an isolated structure, from the OMol25 dataset.

Geometry (Å):
Cd  1.080  1.040  -0.078
C  -4.828  3.673  0.854
N  -4.064  4.060  -0.306
C  -2.891  3.592  -0.765
N  -2.619  4.138  -1.933
C  -3.681  4.954  -2.141
N  -4.591  4.934  -1.193
C  -5.621  2.396  0.675
C  -6.450  1.964  1.706
C  -7.223  0.824  1.560
C  -7.169  0.083  0.390
C  -6.324  0.495  -0.631
C  -5.561  1.653  -0.492
C  -6.197  -0.295  -1.855
N  -6.972  -1.190  -2.361
N  -6.370  -1.603  -3.548
C  -5.264  -0.945  -3.646
O  -5.095  -0.088  -2.611
C  -4.238  -0.980  -4.684
C  -4.446  -1.690  -5.868
C  -3.460  -1.684  -6.837
C  -2.277  -0.976  -6.635
C  -2.065  -0.276  -5.459
C  -0.819  0.550  -5.215
N  -0.301  0.316  -3.905
C  -0.405  1.102  -2.848
N  -0.165  0.452  -1.728
C  0.245  -0.910  -2.133
N  -0.016  -1.005  -3.564
C  -3.049  -0.296  -4.480
H  -5.512  4.501  1.037
H  -4.160  3.597  1.711
H  -2.285  2.876  -0.229
H  -3.786  5.579  -3.013
H  -6.491  2.528  2.631
H  -7.863  0.503  2.372
H  -7.751  -0.821  0.268
H  -4.919  1.965  -1.304
H  -5.375  -2.228  -6.009
H  -3.609  -2.232  -7.759
H  -1.501  -0.985  -7.392
H  -1.051  1.614  -5.304
H  -0.059  0.293  -5.964
H  -0.691  2.143  -2.915
H  -0.352  -1.654  -1.575
H  -2.868  0.231  -3.550
O  -0.378  5.855  3.799
C  -0.114  4.939  3.046
C  -0.871  3.641  2.929
O  -1.905  3.354  3.523
C  -0.123  2.826  1.974
C  0.948  3.583  1.414
O  1.713  3.125  0.507
C  1.033  4.892  2.066
O  1.854  5.778  1.880
O  -0.357  1.623  1.638
O  1.001  -3.870  0.574
C  1.352  -3.118  -0.342
C  1.497  -3.533  -1.807
C  2.266  -2.387  -2.478
C  1.784  -1.163  -1.694
O  2.518  -0.061  -1.635
N  1.744  -1.847  -0.276
H  0.507  -3.652  -2.252
H  1.993  -4.505  -1.839
H  2.029  -2.272  -3.535
H  3.347  -2.488  -2.343
C  3.115  -1.716  4.818
C  2.326  -1.955  3.524
C  2.140  -3.474  3.365
C  0.917  -1.347  3.688
P  3.080  -1.265  1.931
N  1.886  -1.059  0.870
C  3.760  0.468  2.289
C  4.187  1.163  0.975
C  2.602  1.278  2.906
C  4.952  0.576  3.255
C  4.501  -2.395  1.401
C  5.442  -2.716  2.573
C  5.299  -1.691  0.291
C  4.054  -3.741  0.806
H  2.562  -2.198  5.630
H  3.206  -0.664  5.076
H  4.113  -2.158  4.796
H  1.589  -3.831  4.240
H  3.088  -4.012  3.340
H  1.567  -3.711  2.468
H  0.334  -2.010  4.333
H  0.403  -1.258  2.733
H  0.939  -0.365  4.155
H  3.679  0.786  0.087
H  5.252  1.033  0.793
H  3.989  2.231  1.059
H  1.648  1.121  2.404
H  2.846  2.340  2.826
H  2.467  1.049  3.961
H  5.879  0.228  2.801
H  4.811  0.060  4.203
H  5.085  1.640  3.474
H  5.828  -1.835  3.077
H  6.298  -3.263  2.164
H  4.972  -3.360  3.315
H  5.964  -0.928  0.687
H  4.646  -1.243  -0.461
H  5.924  -2.444  -0.200
H  3.281  -4.255  1.371
H  4.944  -4.379  0.764
H  3.698  -3.614  -0.212

Output
HOMO-LUMO gap: 4.6 eV
energy relative to the best compared isomer or geometry (same formula, charge and spin): 64.2 kcal per mole
E_LUMO: 3.9 eV
net charge: -2
largest force on an atom: 0.47 eV/A
E_HOMO: -0.69 eV